1.
Computed, not measured: C2H3N3O2 as an isolated structure, with ωB97M-V/def2-TZVPD.

Output
frontier orbital gap: 8.446 eV
HOMO: -0.315 Eh
largest force on an atom: 9.8 eV Å⁻¹
LUMO energy: -0.005 hartree
molar mass: 101.06 g mol⁻¹
charge: 0
energy: -10679.8546 eV
relative energy (zero: lowest compared OMol25 entry of this formula, charge and spin): 8.6022 eV

Positions of all 10 atoms, in Å:
C (-0.3259, -0.3032, -0.1227)
C (0.3982, 0.8501, -0.0172)
H (-3.3096, -0.2731, 0.8888)
H (-0.0689, 1.8740, -0.2707)
H (2.8717, -0.8921, -0.3096)
N (-1.5287, -0.8090, -0.2235)
N (1.7195, 0.7929, -0.1026)
N (1.9341, -0.3758, 0.1945)
O (-2.4898, 0.3254, -0.0007)
O (0.7994, -1.1893, -0.0364)

2.
Computed, not measured: a 2-piece molecular cluster, C2H3N3O2 overall, with ωB97M-V/def2-TZVPD.

Output
frontier orbital gap (alpha / beta): 8.288 / 6.840 eV
multiplicity: 3
HOMO (alpha / beta): -0.279 / -0.358 Eh
expectation value of S²: 2.01
largest force on an atom: 4.9 eV Å⁻¹
LUMO energy (alpha / beta): 0.026 / -0.107 hartree
molar mass: 101.06 g mol⁻¹
charge: 0
energy: -10681.5789 eV
relative energy (zero: lowest compared OMol25 entry of this formula, charge and spin): 1.7453 eV

Positions of all 10 atoms, in Å:
C (-2.9551, 0.6669, -0.0339)
C (-3.4783, -0.7127, -0.0035)
N (-2.1543, -0.4189, 0.2530)
N (0.3698, 0.5777, 0.2413)
N (-0.1644, -0.5993, 0.5789)
O (-3.0408, 1.8469, 0.0008)
O (-4.2254, -1.6010, -0.1214)
H (0.1697, 0.8698, -0.6951)
H (0.2606, 1.2873, 1.0273)
H (0.2349, -1.3582, -0.0553)